No. 1
The following is a DFT calculation (ωB97M-V/def2-TZVPD) of a structure of composition C22H47NO2P2Ti at a distorted geometry.

Last column: Löwdin charge in e.
CARTESIAN COORDINATES (ANGSTROEM)
Ti -0.16172 -0.01325 0.58418  0.69
C 0.76128 1.37395 1.74254  -0.08
O 1.12595 2.00869 2.66884  0.22
C -2.02678 0.33485 0.16034  -0.04
O -3.17096 0.47185 -0.09516  0.28
P 0.17229 2.22649 -0.88198  1.13
C -0.05120 1.96127 -2.71157  -0.51
H -0.03797 2.97870 -3.12756  0.10
C -1.25888 3.41205 -0.57585  -0.50
H -2.12200 2.72857 -0.62646  0.07
C 1.77247 3.21453 -0.99448  -0.48
H 2.45653 2.45075 -1.40158  0.10
C 1.48372 -3.20103 1.57480  -0.50
P -0.00198 -2.46653 0.77497  1.10
H -0.43395 -3.86932 -1.07408  0.14
H 2.27621 -3.06781 0.82406  0.11
C -1.48892 -3.46920 1.25563  -0.46
H -1.13152 -4.50854 1.15055  0.14
C -1.20909 4.00697 0.82991  -0.08
H -2.17132 4.50395 1.02425  0.12
H -0.42293 4.76895 0.92042  0.10
H -1.05835 3.25652 1.61249  0.05
C -1.49939 4.53416 -1.59048  -0.04
H -0.72287 5.30481 -1.54083  0.09
H -2.45109 5.01872 -1.32709  0.13
H -1.59617 4.18685 -2.62425  0.09
C 1.77438 4.42017 -1.94107  -0.05
H 1.39994 4.21205 -2.94857  0.09
H 2.81957 4.74660 -2.04592  0.12
H 1.21926 5.26525 -1.51569  0.09
C 2.38715 3.65582 0.34135  -0.09
H 3.20640 4.36415 0.14705  0.12
H 2.81473 2.80068 0.87460  0.07
H 1.66105 4.16575 0.99070  0.08
C 1.12057 1.18662 -3.31352  -0.09
H 2.08528 1.68122 -3.15898  0.08
H 0.96775 1.09342 -4.39609  0.10
H 1.19228 0.17096 -2.90065  0.05
C -1.39280 1.33592 -3.08617  -0.07
H -1.45121 0.28016 -2.79118  0.05
H -1.49209 1.37714 -4.18086  0.12
H -2.24899 1.86134 -2.64961  0.08
C 1.31836 -4.70049 1.84157  -0.05
H 1.07329 -5.26688 0.93331  0.10
H 0.54153 -4.89395 2.59250  0.10
H 2.26451 -5.10437 2.22574  0.13
C 1.89304 -2.42007 2.82208  -0.09
H 1.07215 -2.30416 3.53969  0.06
C -0.48165 -1.81294 -1.78685  -0.12
H 2.25365 -1.41332 2.57641  0.08
H 2.71222 -2.95502 3.31761  0.12
C 1.58331 -3.24915 -1.49501  -0.06
H -0.12390 -0.79984 -1.39962  0.01
H -0.17263 -1.89010 -2.83667  0.05
H -1.58152 -1.85117 -1.77249  0.10
C 0.16382 -2.95099 -0.99573  -0.49
H 1.52636 -3.43936 -2.57473  0.11
H 2.01124 -4.14578 -1.03168  0.10
H 2.25684 -2.39619 -1.33534  0.10
C -2.67620 -3.26358 0.31417  -0.06
H -2.97452 -2.20931 0.24749  0.07
H -3.53562 -3.82539 0.69784  0.13
H -2.47682 -3.62289 -0.69963  0.09
C -1.90070 -3.23156 2.70652  -0.09
H -2.40796 -2.26624 2.82415  0.07
H -1.05286 -3.25437 3.40247  0.08
H -2.59188 -4.02553 3.01665  0.13
H 0.57844 -1.87384 -4.63922  0.07
H 0.44852 -1.17773 -4.89098  0.07
C -0.39689 0.01504 5.20639  0.06
C -0.67708 -0.29909 3.83115  -0.10
N -0.80815 -0.38193 2.67194  0.10
H 0.48461 -0.56140 5.54688  0.14
H -1.24735 -0.28308 5.84271  0.15
H -0.17079 1.09048 5.32372  0.14

Force components x, y, z for each atom (eV/Å):
Ti 2.4 -1.6 1.4
C 3.1 5.1 6.6
O -2.0 -3.6 -5.6
C -11.4 1.9 -2.7
O 7.2 -0.9 1.7
P -0.2 2.4 -2.1
C -0.1 -1.2 -0.4
H 0.0 -0.1 0.5
C -0.6 -0.5 1.1
H 0.1 0.3 0.0
C 1.4 -0.5 0.9
H -0.2 0.2 0.0
C 0.7 0.7 0.4
P 1.1 -3.6 -1.3
H 0.0 0.2 -0.2
H -0.2 0.0 0.1
C -1.5 0.7 0.9
H 0.5 0.4 -0.2
C -0.2 0.3 0.1
H 0.3 -0.1 0.1
H -0.2 -0.2 0.0
H -0.1 0.0 0.1
C 0.3 0.1 -0.5
H -0.3 -0.2 0.0
H 0.2 -0.2 0.0
H 0.0 0.1 0.2
C -0.6 0.3 -0.4
H 0.1 0.2 0.2
H -0.2 -0.2 0.1
H 0.3 -0.2 -0.1
C -0.2 -0.1 0.3
H -0.3 -0.3 0.1
H 0.1 0.2 0.0
H 0.3 -0.1 -0.2
C 0.2 0.0 -0.1
H -0.2 -0.1 -0.2
H 0.1 0.0 0.2
H 0.0 0.1 -0.2
C -0.1 0.0 0.0
H 0.0 0.2 -0.2
H -0.1 -0.1 0.3
H 0.1 0.0 -0.2
C -0.5 -0.4 -0.1
H 0.1 0.1 0.2
H 0.3 0.0 -0.1
H -0.1 0.2 -0.1
C 0.1 0.0 0.4
H 0.2 -0.3 0.0
C -0.5 -0.6 0.1
H 0.1 0.0 0.0
H -0.2 0.2 0.0
C -0.1 0.0 0.0
H 0.0 0.0 -0.5
H 0.0 0.6 0.2
H 0.3 0.3 0.1
C 0.3 0.2 0.0
H 0.1 0.0 0.2
H -0.1 0.3 -0.1
H 0.0 -0.2 -0.1
C 0.0 0.0 -0.3
H -0.1 -0.2 0.1
H 0.2 0.1 -0.1
H -0.1 0.0 0.2
C 0.1 0.0 0.2
H -0.1 -0.4 -0.1
H -0.1 -0.1 -0.1
H 0.1 0.2 -0.1
H 0.0 0.3 -0.3
H 0.0 -0.4 0.1
C 0.0 -0.6 0.6
C 0.2 0.8 -1.2
N 0.5 0.4 0.1
H -0.3 0.1 -0.2
H 0.1 0.2 -0.1
H -0.3 -0.3 -0.2

LUMO (spin up / spin down) ... -16.4 / -17.4 eV
HOMO level (spin up / spin down) ... -21.99 / -21.96 eV
Total charge ... +4
Largest force on an atom ... 11.85 eV Å⁻¹
Kohn-Sham gap (spin up / spin down) ... 5.6 / 4.5 eV
Total energy ... -70806.5392 eV

***

No. 2
The following is a DFT calculation (ωB97M-V/def2-TZVPD) of the molecule C11H12INOS at a distorted geometry.

Last column: Löwdin charge in e.
CARTESIAN COORDINATES (ANGSTROEM)
C -1.02309 2.48038 1.15861  -0.13
C 0.31271 1.97274 0.82667  -0.04
C -2.10636 1.64385 1.22691  -0.15
C -0.71836 -0.15971 0.10516  -0.27
C 0.47176 0.63629 0.44949  -0.22
C -1.97427 0.31299 0.83445  -0.50
C 3.80402 -2.76084 -0.73106  0.00
C 1.76114 0.02776 0.37909  -0.08
C 3.49460 -1.72040 -0.07892  -0.20
C 2.10165 -1.21437 0.08982  -0.10
C -1.32620 0.06164 -1.22211  -0.06
N -1.52268 1.26380 -1.79554  0.16
O -2.53312 -2.09299 0.45807  -0.59
S -3.18905 -0.94330 1.08542  0.64
I -4.95324 -0.19833 -0.76401  0.18
H -1.06566 3.53860 1.51102  0.11
H 1.23697 2.69464 0.82409  0.14
H -3.10302 1.90110 1.61304  0.12
H -0.50613 -1.25450 0.20747  0.13
H 4.80293 -3.09185 -0.64249  0.05
H 3.19420 -3.33314 -1.35661  0.06
H 2.64240 0.78349 0.59271  0.16
H 4.04199 -1.21791 0.69825  0.10
H 1.41835 -2.04536 -0.12709  0.11
H -1.88058 -0.70041 -1.56377  0.07
H -1.24618 2.10631 -1.14108  0.16
H -2.13477 1.30951 -2.63757  0.14

Force components x, y, z for each atom (eV/Å):
C 0.7 1.4 0.1
C 0.7 -0.5 -0.7
C -0.2 -0.1 0.3
C 0.3 -0.9 -0.2
C 0.0 2.7 1.0
C -0.6 -2.0 0.3
C 2.2 -2.1 -1.1
C 2.4 2.3 0.5
C -3.2 3.8 3.5
C 0.2 -2.0 -1.5
C 0.5 4.2 1.0
N 1.3 -0.1 1.5
O -0.4 -1.0 0.2
S 1.4 1.6 -0.9
I -0.3 0.0 0.0
H -0.2 -1.0 -0.4
H -1.9 -1.6 0.4
H 0.6 0.4 -0.1
H -0.5 1.0 0.1
H 1.0 -0.5 -0.1
H -1.2 -0.6 -0.8
H -1.7 -1.5 -0.4
H 1.5 0.0 -0.4
H -0.5 0.7 0.1
H -1.9 -2.8 -1.6
H -0.7 -1.7 -2.1
H 0.6 0.3 1.5

LUMO (spin up / spin down) ... -1.0 / -1.0 eV
HOMO level (spin up / spin down) ... -7.05 / -7.05 eV
Total charge ... 0
Largest force on an atom ... 6.06 eV Å⁻¹
Kohn-Sham gap (spin up / spin down) ... 6.0 / 6.0 eV
Total energy ... -34070.2444 eV

***

No. 3
The following is a DFT calculation (ωB97M-V/def2-TZVPD) of a cluster of 2 separate species, C5H7NO4 in total at a distorted geometry.

Last column: Löwdin charge in e.
CARTESIAN COORDINATES (ANGSTROEM)
C -3.82995 1.47387 -2.07991  0.01
C -3.02506 2.70620 -2.43217  -0.42
C -3.72014 3.56174 -3.41667  -0.12
N -4.26428 4.22337 -4.19063  0.19
O -2.67684 3.47234 -1.24254  0.08
C -1.28250 3.37562 -1.51822  -0.35
O -0.42897 4.11038 -1.13783  0.19
C -1.50306 2.44444 -2.71352  -0.20
O -0.99858 1.17933 -2.51469  0.02
H -3.29854 0.89808 -1.31276  0.09
H -4.81104 1.75610 -1.67949  0.10
H -3.96372 0.85209 -2.97404  0.11
H -1.16577 2.91721 -3.64542  0.18
H -0.78245 0.75139 -3.34860  0.13
O -0.60689 0.87326 0.28676  -0.08
H -1.58463 1.02531 0.53275  0.08
H -0.61187 0.70693 -0.66928  0.00

Force components x, y, z for each atom (eV/Å):
C -0.2 -0.1 0.1
C 0.0 -0.7 0.6
C -0.1 0.4 -0.4
N 0.4 -0.6 0.6
O 1.0 0.0 -0.2
C -0.6 2.0 -0.2
O -0.8 -1.3 0.1
C 0.0 0.9 -0.4
O 0.0 -0.6 -0.2
H -0.1 0.1 -0.3
H 0.2 0.0 -0.2
H 0.0 0.1 0.2
H 0.1 -0.2 0.2
H 0.0 0.0 0.0
O -2.3 0.4 0.5
H 2.4 -0.4 -0.6
H -0.1 0.0 0.3

LUMO ... -0.2 eV
HOMO level ... -11.23 eV
Total charge ... 0
SMILES ... C[C@@]1(C#N)OC(=O)[C@H]1O.O
Largest force on an atom ... 2.49 eV Å⁻¹
Kohn-Sham gap ... 11.0 eV
Total energy ... -14977.1431 eV